# 1
56
Properties=species:S:1:pos:R:3:forces:R:3:lowdin_charge:R:1 method="wB97M-V/def2-TZVPD" homo_lumo_gap_ev=8.7 e_homo_ha=-0.3048 relative_energy_kcal_mol=54.6
C 3.30559 -4.38574 5.88109 -0.0539 -0.0169 0.0451 -0.050
C 2.59896 -3.49342 4.90874 -0.0335 0.0080 -0.0926 -0.275
C 2.52043 -2.12266 5.13102 -0.0227 -0.0502 -0.0556 -0.033
C 1.84785 -1.30302 4.24792 -0.1031 0.0529 -0.1606 -0.006
C 1.24723 -1.83194 3.10795 0.0807 -0.1598 0.3312 -0.134
C 0.53047 -0.90038 2.20117 0.1455 0.0914 -0.0630 -0.408
O 0.07405 0.16502 2.56137 0.0677 -0.0474 0.0756 0.102
N 0.46965 -1.30861 0.89236 0.0646 -0.3255 -0.1810 0.143
C -0.29424 -0.64575 -0.05497 -0.0921 0.1239 -0.3475 -0.151
C -0.05934 -0.66548 -1.37667 -0.2380 0.2106 0.5078 0.011
C 1.05918 -1.30195 -2.05995 0.2984 -0.1809 -0.1646 -0.218
C 0.86636 -1.80847 -3.34780 -0.0304 0.0186 0.1552 -0.041
C 1.89440 -2.43056 -4.02770 0.0508 -0.0359 -0.0860 -0.084
C 3.14567 -2.54709 -3.44353 0.0510 -0.0235 -0.0267 -0.092
C 3.36147 -2.02122 -2.18094 0.1029 -0.0687 -0.0166 -0.082
C 2.33226 -1.40397 -1.49420 -0.0453 0.0696 -0.0253 -0.046
C -1.56020 -0.03033 0.48937 0.0005 0.1723 -0.2167 -0.475
O -2.38285 -0.70144 1.07729 -0.1033 -0.1995 0.1502 0.083
N -1.70014 1.27634 0.20474 0.0074 0.2820 -0.1606 0.084
C -2.89449 2.02260 0.50606 -0.2723 -0.0604 -0.1500 -0.150
C -3.60094 2.42740 -0.79268 0.1434 -0.0581 0.2338 -0.175
N -2.67889 3.11312 -1.68446 -0.1236 0.0246 -0.0292 -0.186
C -3.07459 3.03599 -3.08039 0.2968 0.1338 -0.2053 -0.171
C -1.97425 3.65870 -3.94051 -0.2594 -0.3179 -0.0823 -0.199
O -1.74479 5.00190 -3.58851 -0.0595 0.1394 -0.0624 -0.131
C -1.39254 5.10056 -2.22913 -0.0736 0.0765 0.3689 -0.197
C -2.47347 4.50676 -1.32535 0.2614 0.1230 -0.2184 -0.166
C 1.31142 -3.20517 2.88735 -0.0353 0.1878 -0.0282 -0.022
C 1.97862 -4.02053 3.78160 0.0839 -0.0197 0.0653 -0.038
H 3.66883 -5.28627 5.39162 0.0521 -0.0620 0.0200 0.077
H 4.14361 -3.86937 6.34356 0.0687 -0.0214 0.0466 0.078
H 2.61836 -4.68580 6.67288 0.0205 -0.0597 0.0782 0.087
H 2.98823 -1.69838 6.00771 0.0626 0.0483 0.0787 0.113
H 1.77545 -0.23983 4.42074 -0.0198 0.0878 0.0132 0.119
H 1.02298 -2.09667 0.58575 -0.0809 0.1195 0.1274 0.131
H -0.80451 -0.21668 -2.01959 -0.1380 0.0615 0.0431 0.118
H -0.10812 -1.72067 -3.80667 -0.0978 0.0153 -0.0381 0.111
H 1.72250 -2.82439 -5.01882 -0.0184 -0.0292 -0.0718 0.103
H 3.95043 -3.03316 -3.97447 0.0632 -0.0363 -0.0433 0.100
H 4.34048 -2.08730 -1.72858 0.0717 0.0065 0.0278 0.104
H 2.53235 -0.95645 -0.53173 0.0053 0.0210 0.0643 0.112
H -1.00289 1.74966 -0.34706 0.0347 -0.1884 0.0159 0.139
H -2.63561 2.90164 1.10289 -0.0614 -0.0662 0.0235 0.115
H -3.54108 1.37190 1.09782 0.0473 0.1512 0.0082 0.124
H -3.93638 1.51734 -1.29562 -0.0259 0.0221 0.0350 0.123
H -4.48814 3.03853 -0.55952 -0.0019 -0.0285 -0.0561 0.125
H -3.20213 1.98747 -3.35805 -0.0290 0.0165 -0.0161 0.123
H -4.02309 3.57020 -3.26569 0.0205 -0.0533 -0.0023 0.131
H -2.26147 3.66173 -4.99326 0.0333 -0.0678 0.0525 0.125
H -1.04787 3.07695 -3.81484 -0.0784 0.0152 -0.0357 0.125
H -1.25828 6.16378 -2.02362 0.0307 -0.0782 0.0502 0.126
H -0.44372 4.57094 -2.05148 -0.0574 0.0648 0.0175 0.126
H -2.14787 4.57052 -0.28655 -0.0106 0.0684 0.0283 0.119
H -3.40410 5.09091 -1.44171 0.0427 -0.0308 0.0519 0.131
H 0.81311 -3.65117 2.03827 -0.0509 -0.0272 -0.0657 0.114
H 2.01606 -5.08609 3.60475 0.0079 -0.0989 -0.0137 0.112

***

# 2
21
Properties=species:S:1:pos:R:3:forces:R:3:lowdin_charge:R:1 method="wB97M-V/def2-TZVPD" homo_lumo_gap_ev=6.7 e_homo_ha=-0.6730 relative_energy_kcal_mol=143.8 charge=+2
C 0.05783 0.58497 0.60403 1.2260 -0.0622 3.9182 0.214
C -0.79949 -0.50532 0.49849 -1.9636 -2.0580 -0.2081 -0.159
C -0.97150 -0.28912 -1.01866 -0.5894 -1.5671 -0.8501 -0.242
C -2.15153 -0.18137 -1.65787 0.1063 -0.0628 -0.7626 0.230
N 0.17131 -0.53807 -1.94967 0.5751 1.1915 0.2616 0.251
N 0.90200 -1.07151 2.86512 0.2902 0.9021 0.3225 0.051
H 1.09945 0.24775 0.92272 -0.6470 0.7633 -1.2469 0.137
H -0.29311 1.54024 0.93559 -0.1183 1.0443 -0.8911 0.136
H -0.32250 -1.33347 1.02211 0.1552 -0.8015 -1.1045 0.112
H -1.86513 -0.51265 0.83979 0.7407 0.9137 -0.0325 0.186
H -2.13178 0.18444 -2.68633 0.1109 -0.5632 -0.1362 0.115
H -3.12341 -0.59721 -1.41014 -0.1273 0.9262 1.0886 0.130
H 0.35161 -1.53436 -2.20036 0.0427 0.4258 0.8823 0.216
H 0.96954 -0.03491 -1.51599 0.5601 -0.6684 -1.1699 0.149
H -0.03522 -0.12200 -2.86869 0.2208 0.3279 0.1671 0.186
H 0.23044 -0.43678 3.29404 -0.3363 -0.4763 0.2583 0.054
H 0.75450 -2.00700 3.24148 -0.2995 0.0520 -0.1726 0.069
H 1.74956 -0.76468 3.33707 0.3779 -0.1259 -0.2812 0.060
H 1.09786 2.65289 -1.10259 0.2335 0.7366 0.2089 0.047
H 2.33414 2.44865 -0.13485 -0.1237 0.3854 -0.2088 0.072
O 1.97546 2.26954 -1.01529 -0.4345 -1.2834 -0.0430 -0.014

***

# 3
58
Properties=species:S:1:pos:R:3:forces:R:3:lowdin_spin:R:1 method="wB97M-V/def2-TZVPD" spin_multiplicity=2 homo_lumo_gap_ev="6.2 / 7.0" e_homo_ha="-0.4123 / -0.4058" s_squared=1.162 charge=+1
Tc 0.59849 -1.15843 -0.70744 -0.1928 -0.0205 0.0788 1.187
C -4.77578 3.49818 0.00292 -0.0526 0.0612 -0.0329 -0.009
C -3.57888 2.61418 0.16194 0.0693 -0.1027 -0.0161 -0.049
C -2.61559 2.86371 1.13692 -0.0504 -0.0073 -0.0343 0.008
C -1.50840 2.05868 1.25175 0.0062 -0.1083 -0.0971 -0.043
C -1.28633 0.95648 0.40427 -0.1438 0.0166 0.0451 -0.005
N -0.08932 0.24163 0.45351 0.0126 -0.0464 -0.0816 -0.213
C 0.82232 0.48544 1.52044 0.2050 -0.0790 0.1627 -0.011
C 1.49665 1.69464 1.66525 -0.0449 -0.0954 -0.0558 -0.015
C 2.45906 1.85515 2.64276 0.0032 -0.0240 0.0308 0.002
C 2.80097 0.81058 3.49692 -0.0541 -0.0531 -0.0459 -0.013
C 3.88617 0.96820 4.51920 0.0368 0.0100 0.0507 -0.002
C 2.16222 -0.41121 3.32503 -0.0170 0.1043 -0.0489 0.002
C 1.18874 -0.57727 2.35263 0.0538 0.1200 0.0234 -0.016
N 0.60465 -1.86281 2.19461 -0.0304 0.0228 0.0472 0.000
C 0.39028 -2.80270 3.13594 -0.0813 -0.0099 -0.0525 0.014
C -0.04068 -3.94495 2.50196 0.0914 0.0156 -0.0052 0.002
C -0.03745 -3.62715 1.14379 -0.0898 -0.0636 -0.0156 0.013
N 0.33653 -2.36818 0.97117 0.1484 0.0957 -0.0711 -0.006
C -2.33612 0.62601 -0.48669 0.0599 0.0602 0.0285 -0.044
C -3.41962 1.48414 -0.62747 0.0459 0.1001 0.1053 0.008
N -2.40576 -0.59773 -1.21041 -0.0312 0.0173 0.0548 -0.004
C -3.50837 -1.15050 -1.77356 0.0361 -0.0659 0.0655 0.020
C -3.14472 -2.34689 -2.33954 0.0127 0.0810 -0.0486 0.000
C -1.77808 -2.46254 -2.08713 -0.0132 -0.0955 0.0304 0.014
N -1.35162 -1.41625 -1.39034 0.0726 0.1363 -0.0689 0.003
H -4.55841 4.51347 0.32854 -0.0085 0.0153 0.0012 -0.001
H -5.60592 3.12751 0.60684 -0.0150 -0.0006 0.0110 -0.004
H -5.10881 3.53187 -1.03326 -0.0172 0.0034 -0.0096 -0.001
H -2.72757 3.70873 1.80351 -0.0121 0.0080 0.0041 0.001
H -0.78305 2.28293 2.01519 0.0521 0.0078 0.0167 -0.002
H 1.27762 2.50487 0.98352 -0.0324 0.0206 -0.0224 0.000
H 2.97158 2.80385 2.72900 0.0149 0.0250 0.0071 0.000
H 3.99577 2.00918 4.81832 0.0063 -0.0004 0.0013 0.000
H 4.84209 0.63555 4.11074 0.0060 -0.0005 0.0023 -0.001
H 3.68135 0.37480 5.40881 0.0083 -0.0073 0.0109 0.000
H 2.45977 -1.26204 3.92302 0.0161 -0.0165 0.0236 0.000
H 0.54648 -2.58584 4.17782 -0.0106 0.0037 0.0147 0.001
H -0.30226 -4.88213 2.95645 0.0019 -0.0297 0.0060 0.000
H -0.26685 -4.23993 0.28918 -0.0055 -0.0172 -0.0215 0.000
H -4.16713 1.27284 -1.37693 -0.0449 0.0068 -0.0107 0.001
H -4.47140 -0.68136 -1.70893 -0.0216 -0.0073 -0.0033 0.001
H -3.78098 -3.03859 -2.85974 -0.0138 -0.0137 -0.0255 0.000
H -1.07463 -3.23258 -2.36020 0.0205 -0.0270 -0.0093 0.000
O 3.82105 -2.45593 -2.07908 -0.0190 0.0652 -0.0585 0.006
S 2.83805 -2.58943 -1.05997 -0.2931 0.0518 0.0736 0.006
O 3.00941 -3.57299 -0.03807 0.0829 -0.0334 -0.0128 0.006
O 1.39917 -2.71527 -1.69204 0.1992 -0.0897 0.0219 0.005
O 2.55405 -1.18514 -0.38064 -0.0160 -0.0772 0.1215 0.111
C 1.44134 1.09183 -5.65885 -0.0052 -0.0095 -0.0646 0.001
C 1.98063 1.49759 -4.28699 0.0623 -0.0274 0.0489 0.003
C 1.41140 0.69485 -3.21466 -0.0404 -0.0211 0.1023 0.019
N 0.97184 0.06268 -2.36884 0.0505 0.1035 -0.2316 0.000
H 1.88550 1.73372 -6.41609 -0.0005 -0.0087 -0.0077 0.000
H 0.35966 1.20233 -5.70497 -0.0061 0.0045 -0.0030 0.000
H 1.70019 0.05991 -5.88592 -0.0066 -0.0083 -0.0032 0.000
H 1.76806 2.54383 -4.05843 0.0054 -0.0187 -0.0115 0.000
H 3.06260 1.35847 -4.22574 -0.0103 0.0292 -0.0208 0.001